Entry 1:
The following is a quantum chemistry calculation of a cluster of 2 separate species, C6H6NO2 in total in a non-equilibrium geometry, from OMol25.

Positions of all 15 atoms, in Å:
1 C -2.449 -0.828 -0.351
2 C -1.551 1.330 0.078
3 C -1.287 -1.337 0.247
4 C -0.424 0.779 0.642
5 H -3.551 0.879 -0.591
6 N -0.340 -0.524 0.739
7 H 0.446 1.236 1.053
8 O 5.209 -0.331 -0.259
9 C -2.624 0.544 -0.327
10 O 3.005 0.518 -0.050
11 H 5.500 -0.953 -0.963
12 C 4.070 0.100 -0.127
13 H -1.536 2.350 0.223
14 H -3.373 -1.313 -0.697
15 H -1.096 -2.451 0.383

Computed properties:
- Highest occupied orbital energy: -12.13 eV
- E_LUMO: -6.2 eV
- DFT total energy: -11893.7983 eV
- 2S+1: 1
- Total charge: +1
- Relative energy (zero: lowest compared OMol25 entry of this formula, charge and spin): 1.150 eV

---

Entry 2:
The following is a quantum chemistry calculation of a structure of composition C6H8S in a non-equilibrium geometry, from OMol25.

Positions of all 15 atoms, in Å:
1 H -0.117 1.045 2.144
2 H 1.987 0.124 2.112
3 H -1.761 0.033 -1.265
4 H -0.398 -1.348 -2.608
5 H -1.172 -0.373 2.132
6 C 1.098 -0.493 0.157
7 H 1.415 -1.613 1.835
8 C -0.154 0.080 1.642
9 S 1.775 -0.757 -1.430
10 C -0.730 0.439 -1.142
11 H -0.801 1.505 -1.337
12 C 1.258 -0.582 1.598
13 C 0.105 -0.386 -2.238
14 C -0.070 0.155 0.103
15 H 0.233 0.296 -3.022

Computed properties:
- Highest occupied orbital energy: -7.63 eV
- E_LUMO: 1.0 eV
- DFT total energy: -17184.3012 eV
- 2S+1: 1
- Total charge: 0
- Relative energy (zero: lowest compared OMol25 entry of this formula, charge and spin): 2.170 eV